Molecular formula: C49H52CaCl2N4O2P2Te
Method: DFT, ωB97M-V with the def2-TZVPD basis set

Structure (ORCA input):
```
! wB97M-V def2-TZVPD RIJCOSX def2/J DEFGRID3
* xyz 0 1
Ca 13.869 13.185 11.806
C 9.572 14.632 14.095
N 9.851 13.901 15.292
C 11.138 13.269 15.469
P 12.730 14.319 15.114
C 14.026 13.314 16.202
C 13.808 12.090 16.636
C 14.621 11.834 17.938
C 15.569 12.728 18.395
C 15.859 13.799 17.633
C 15.424 13.945 16.261
C 12.472 15.772 16.165
C 12.123 15.741 17.517
C 11.771 16.886 18.247
C 11.890 18.136 17.641
C 12.251 18.188 16.283
C 12.556 17.039 15.580
C 8.815 13.863 16.203
C 8.137 12.628 16.561
C 7.088 12.715 17.420
C 6.764 13.902 18.060
C 7.445 15.083 17.771
C 8.476 15.079 16.865
P 9.871 13.544 12.448
C 9.017 14.564 11.224
C 9.439 15.879 11.065
C 8.701 16.763 10.238
C 7.510 16.340 9.645
C 7.082 15.012 9.799
C 7.860 14.118 10.522
C 8.565 12.262 12.547
C 8.732 11.153 11.711
C 7.803 10.134 11.675
C 6.779 10.089 12.610
C 6.575 11.166 13.455
C 7.418 12.271 13.351
H 10.313 15.460 13.884
H 8.539 15.016 14.070
H 11.251 12.464 14.707
H 11.163 12.876 16.504
H 13.036 11.369 16.454
H 14.331 10.985 18.564
H 16.141 12.574 19.307
H 16.462 14.624 18.044
H 15.269 14.989 16.041
H 12.089 14.814 18.066
H 11.428 16.714 19.285
H 11.702 19.025 18.261
H 12.373 19.160 15.795
H 12.882 17.165 14.532
H 8.399 11.703 16.054
H 6.496 11.840 17.655
H 5.989 13.905 18.834
H 7.117 16.016 18.206
H 9.064 15.977 16.689
H 10.362 16.256 11.549
H 9.044 17.827 10.156
H 6.968 17.039 8.986
H 6.197 14.664 9.230
H 7.603 13.057 10.472
H 9.658 11.050 11.101
H 7.799 9.356 10.889
H 6.170 9.174 12.709
H 5.728 11.166 14.139
H 7.140 13.179 13.894
Cl 13.744 18.303 11.279
C 15.127 17.365 11.391
C 16.343 18.001 11.273
C 17.478 17.262 11.514
Cl 18.870 18.157 11.855
C 17.403 15.870 11.654
C 18.556 15.021 11.588
C 18.382 13.646 11.538
C 17.103 13.140 11.640
N 16.010 13.851 11.763
C 16.156 15.220 11.710
C 14.982 16.002 11.743
O 13.854 15.450 12.053
H 16.381 19.074 11.109
H 19.564 15.448 11.602
H 19.239 12.953 11.503
H 16.996 12.039 11.656
C 13.446 9.432 13.881
N 13.500 8.805 12.516
C 13.795 7.359 12.407
C 14.580 6.940 11.149
C 14.238 7.819 9.994
N 14.251 9.231 10.365
C 14.869 10.163 9.470
C 13.765 9.731 11.525
O 13.634 10.969 11.684
H 13.347 8.639 14.619
H 12.540 10.037 14.007
H 14.341 10.027 14.086
H 12.817 6.838 12.340
H 14.253 7.089 13.378
H 14.359 5.903 10.871
H 15.696 6.997 11.362
H 13.267 7.588 9.532
H 15.011 7.791 9.197
H 15.644 10.788 9.989
H 14.110 10.880 9.107
H 15.321 9.590 8.628
H 16.346 13.559 15.946
C 14.782 13.537 6.989
Te 12.921 13.972 7.966
C 11.399 12.885 6.815
H 15.274 12.766 7.554
H 15.318 14.475 7.052
H 14.581 13.299 5.955
H 10.970 13.578 6.142
H 10.672 12.538 7.529
H 11.879 12.055 6.311
*
```

Summary:
ΔE to the lowest compared entry with this formula, charge and spin = 0.000 eV
Total energy = -131062.3444 eV